# 1
{"formula": "C62H56FO38P", "method": "the ωB97M-V functional and the def2-TZVPD basis", "total_charge": 0, "mol_weight_g_mol": 1459.1, "energy_ha": -5696.44894, "elements": ["C", "C", "O", "P", "C", "C", "C", "O", "C", "C", "C", "F", "H", "H", "H", "H", "H", "H", "H", "H", "H", "H", "H", "H", "H", "H", "H", "H", "H", "H", "H", "H", "C", "C", "C", "O", "C", "C", "C", "O", "O", "O", "H", "H", "H", "H", "C", "C", "C", "O", "C", "C", "C", "O", "O", "O", "H", "H", "H", "H", "C", "C", "C", "O", "C", "C", "C", "O", "O", "O", "H", "H", "H", "H", "C", "C", "C", "O", "C", "C", "C", "O", "O", "O", "H", "H", "H", "H", "C", "C", "C", "O", "C", "C", "C", "O", "O", "O", "H", "H", "H", "H", "C", "C", "C", "O", "C", "C", "C", "O", "O", "O", "H", "H", "H", "H", "C", "C", "C", "O", "C", "C", "C", "O", "O", "O", "H", "H", "H", "H", "C", "C", "C", "O", "C", "C", "C", "O", "O", "O", "H", "H", "H", "H", "C", "C", "C", "O", "C", "C", "C", "O", "O", "O", "H", "H", "H", "H"], "positions_angstrom": [[-8.154, 7.202, -2.993], [-9.175, 6.828, -1.934], [-9.228, 5.440, -1.702], [-8.165, 4.694, -0.574], [-7.901, 3.325, -1.737], [-6.980, 3.688, -2.909], [-6.318, 2.465, -3.538], [-4.929, 2.525, -3.297], [-4.242, 1.380, -3.742], [-6.952, 4.030, 0.725], [-6.969, 4.790, 2.019], [-5.653, 4.157, 0.134], [-8.161, 8.282, -3.152], [-7.141, 6.917, -2.709], [-8.394, 6.708, -3.935], [-8.962, 7.368, -1.000], [-10.172, 7.137, -2.249], [-9.221, 4.548, 0.344], [-7.408, 5.893, -0.520], [-7.489, 2.473, -1.195], [-8.888, 3.049, -2.106], [-7.548, 4.244, -3.652], [-6.165, 4.335, -2.578], [-6.498, 2.408, -4.620], [-6.725, 1.542, -3.097], [-3.191, 1.639, -3.841], [-4.346, 0.549, -3.035], [-4.609, 1.052, -4.721], [-7.067, 2.957, 0.879], [-7.871, 4.554, 2.584], [-6.106, 4.515, 2.627], [-6.933, 5.870, 1.849], [-4.535, -1.210, -0.250], [-5.234, -0.141, 0.168], [-6.352, -0.259, 1.197], [-6.933, 0.768, 1.497], [-6.657, -1.558, 1.747], [-5.949, -2.620, 1.334], [-4.840, -2.500, 0.305], [-4.258, -3.536, 0.019], [-6.136, -3.852, 1.765], [-5.015, 1.075, -0.291], [-3.741, -1.137, -0.980], [-7.448, -1.632, 2.480], [-5.472, -4.407, 1.308], [-5.614, 1.706, 0.150], [-0.449, -2.426, 3.501], [0.884, -2.495, 3.326], [1.506, -3.185, 2.115], [2.723, -3.155, 2.051], [0.645, -3.806, 1.140], [-0.684, -3.755, 1.332], [-1.302, -3.048, 2.532], [-2.524, -3.066, 2.591], [-1.580, -4.281, 0.524], [1.771, -1.976, 4.143], [-0.899, -1.934, 4.351], [1.096, -4.297, 0.290], [-2.460, -4.081, 0.914], [2.657, -2.126, 3.748], [6.107, 0.169, 3.980], [7.061, 1.052, 3.653], [6.954, 1.962, 2.439], [7.900, 2.709, 2.254], [5.773, 1.897, 1.622], [4.827, 1.005, 1.939], [4.959, 0.066, 3.121], [4.066, -0.759, 3.235], [3.709, 0.831, 1.256], [8.185, 1.222, 4.324], [6.186, -0.496, 4.828], [5.689, 2.561, 0.773], [3.222, 0.115, 1.712], [8.672, 1.930, 3.852], [-3.140, 7.238, 3.504], [-3.301, 5.924, 3.280], [-3.502, 4.919, 4.406], [-3.660, 3.761, 4.060], [-3.499, 5.385, 5.770], [-3.331, 6.698, 5.993], [-3.148, 7.705, 4.867], [-3.018, 8.866, 5.215], [-3.311, 7.256, 7.189], [-3.319, 5.367, 2.086], [-3.004, 7.956, 2.708], [-3.634, 4.666, 6.566], [-3.180, 8.215, 7.032], [-3.458, 4.409, 2.234], [8.613, -3.481, -0.624], [8.410, -2.288, -0.046], [7.108, -1.924, 0.639], [7.046, -0.807, 1.130], [6.030, -2.882, 0.672], [6.228, -4.073, 0.084], [7.538, -4.446, -0.593], [7.585, -5.565, -1.069], [5.326, -5.034, 0.024], [9.306, -1.313, -0.019], [9.538, -3.747, -1.117], [5.104, -2.621, 1.169], [5.749, -5.748, -0.501], [8.891, -0.569, 0.461], [3.925, -5.781, -4.547], [2.732, -6.250, -4.945], [1.440, -5.946, -4.200], [0.430, -6.429, -4.681], [1.492, -5.134, -3.012], [2.686, -4.667, -2.609], [3.975, -4.959, -3.365], [4.988, -4.462, -2.900], [2.871, -3.915, -1.544], [2.546, -7.010, -6.007], [4.845, -5.991, -5.073], [0.573, -4.926, -2.483], [3.838, -3.762, -1.484], [1.582, -7.187, -6.043], [-2.886, -6.014, 7.224], [-2.532, -4.842, 6.670], [-1.262, -4.105, 7.068], [-1.053, -3.048, 6.500], [-0.396, -4.688, 8.064], [-0.751, -5.859, 8.613], [-2.023, -6.593, 8.222], [-2.221, -7.651, 8.795], [-0.052, -6.494, 9.536], [-3.238, -4.229, 5.740], [-3.787, -6.542, 6.947], [0.506, -4.159, 8.337], [-0.554, -7.312, 9.735], [-2.753, -3.417, 5.492], [10.495, -2.306, -4.210], [10.496, -2.082, -5.534], [11.221, -2.991, -6.517], [11.132, -2.675, -7.691], [11.944, -4.132, -6.015], [11.943, -4.356, -4.692], [11.210, -3.453, -3.713], [11.280, -3.775, -2.538], [12.561, -5.363, -4.105], [9.883, -1.073, -6.121], [9.984, -1.665, -3.505], [12.460, -4.771, -6.717], [12.377, -5.274, -3.147], [10.056, -1.175, -7.080], [-1.945, 4.347, -5.318], [-1.509, 5.616, -5.337], [-0.033, 5.975, -5.439], [0.222, 7.166, -5.457], [0.943, 4.915, -5.504], [0.508, 3.647, -5.482], [-0.968, 3.290, -5.396], [-1.227, 2.098, -5.393], [1.292, 2.585, -5.535], [-2.292, 6.676, -5.271], [-2.990, 4.085, -5.233], [1.990, 5.176, -5.568], [0.694, 1.810, -5.506], [-1.697, 7.453, -5.308]], "forces_ev_per_angstrom": [[-0.1, 0.1, -0.1], [0.0, 0.0, 0.2], [0.0, -0.1, -0.2], [0.0, 0.3, 0.2], [0.1, -0.2, -0.1], [0.0, 0.1, -0.1], [-0.1, -0.2, 0.1], [0.1, 0.2, 0.0], [0.0, -0.1, -0.1], [0.1, -0.1, -0.2], [0.2, 0.0, 0.1], [-0.1, 0.0, 0.1], [0.0, 0.0, -0.1], [0.0, -0.1, 0.1], [0.0, 0.0, 0.0], [0.0, 0.0, 0.0], [-0.1, 0.0, 0.0], [0.0, -0.1, 0.0], [0.0, 0.0, -0.1], [0.0, 0.0, 0.0], [0.0, -0.1, -0.1], [0.0, 0.0, 0.0], [0.0, 0.0, 0.0], [0.0, 0.0, 0.0], [0.0, 0.0, 0.0], [0.1, 0.0, 0.0], [-0.1, 0.0, 0.0], [0.0, 0.0, 0.0], [-0.3, 0.1, 0.3], [0.0, 0.0, 0.0], [0.0, 0.0, 0.1], [0.0, 0.0, 0.0], [0.0, 0.0, 0.0], [-0.1, -0.1, 0.0], [0.0, 0.0, 0.0], [0.1, 0.0, -0.1], [0.0, 0.0, 0.0], [0.1, 0.0, -0.1], [0.1, 0.0, 0.1], [-0.1, 0.0, 0.0], [-0.1, 0.0, 0.1], [0.1, 0.0, -0.1], [0.0, 0.0, 0.0], [0.0, 0.0, 0.0], [0.0, 0.0, 0.0], [0.0, 0.0, 0.1], [0.1, 0.1, 0.1], [0.1, -0.1, -0.2], [-0.1, 0.0, 0.0], [0.0, 0.0, 0.0], [0.0, -0.1, -0.1], [0.0, 0.2, 0.2], [-0.1, -0.1, -0.1], [0.0, 0.0, 0.0], [0.2, -0.1, 0.0], [-0.1, 0.0, 0.1], [0.1, 0.0, 0.0], [0.0, 0.0, 0.0], [-0.1, 0.0, -0.2], [0.0, 0.1, 0.0], [0.0, -0.1, 0.1], [0.0, 0.1, -0.1], [0.0, 0.0, 0.1], [0.0, 0.0, 0.0], [-0.1, 0.3, -0.1], [0.0, 0.0, 0.1], [0.1, -0.1, -0.2], [0.0, 0.1, 0.1], [-0.1, 0.1, -0.1], [0.0, -0.1, 0.1], [0.0, 0.0, 0.0], [0.0, 0.0, 0.0], [0.1, -0.1, 0.0], [0.0, 0.0, 0.0], [0.0, 0.0, -0.1], [-0.1, -0.1, 0.1], [0.0, 0.0, 0.0], [0.0, 0.0, 0.0], [0.0, 0.0, 0.1], [0.0, 0.1, -0.1], [0.0, 0.0, 0.0], [0.0, 0.0, 0.0], [0.0, -0.1, 0.1], [0.1, 0.1, -0.1], [0.0, 0.0, 0.0], [0.0, 0.0, 0.0], [0.0, 0.0, 0.0], [0.0, 0.0, 0.0], [0.0, 0.0, 0.0], [-0.1, 0.0, 0.0], [-0.1, -0.1, 0.0], [0.1, -0.1, 0.0], [-0.1, 0.0, 0.0], [0.1, 0.0, -0.1], [-0.1, 0.0, 0.0], [0.0, 0.0, 0.0], [-0.1, 0.0, 0.0], [0.1, 0.0, 0.0], [0.0, 0.1, 0.0], [0.0, 0.0, 0.0], [0.0, 0.0, 0.0], [0.0, 0.0, 0.0], [0.0, 0.0, 0.0], [-0.1, 0.0, 0.1], [0.0, 0.0, -0.1], [0.0, 0.0, 0.0], [0.0, 0.1, 0.1], [0.1, -0.1, -0.2], [0.0, 0.0, 0.0], [0.0, 0.0, 0.0], [-0.1, 0.1, 0.1], [0.1, 0.0, -0.1], [0.0, 0.0, 0.0], [0.0, 0.0, 0.0], [0.0, 0.0, 0.1], [0.0, 0.0, 0.0], [-0.1, 0.0, 0.0], [0.1, 0.0, 0.0], [0.0, 0.0, 0.0], [-0.1, 0.0, 0.0], [0.0, 0.0, 0.0], [-0.1, 0.0, 0.0], [0.0, 0.0, 0.0], [0.0, 0.0, 0.0], [0.1, 0.0, 0.0], [-0.1, 0.0, -0.1], [0.0, 0.0, 0.0], [0.0, 0.0, 0.0], [0.0, 0.0, 0.0], [0.0, 0.0, 0.0], [0.0, 0.1, 0.0], [0.1, -0.1, 0.0], [0.0, 0.0, 0.0], [0.0, 0.0, 0.0], [0.0, 0.0, 0.0], [-0.1, 0.1, 0.1], [0.0, 0.0, 0.0], [0.1, 0.0, 0.0], [0.1, -0.1, -0.1], [-0.1, 0.1, 0.1], [0.0, 0.0, 0.0], [0.0, 0.0, 0.0], [0.0, 0.0, 0.0], [0.0, 0.0, 0.0], [-0.1, 0.0, 0.0], [0.1, 0.0, 0.0], [0.0, 0.0, 0.0], [0.0, 0.0, 0.0], [0.1, 0.0, 0.0], [-0.1, 0.0, 0.0], [0.0, 0.0, 0.0], [0.0, 0.0, 0.0], [0.1, 0.0, 0.0], [-0.1, 0.0, 0.0], [0.0, 0.0, 0.0], [0.0, 0.0, 0.0], [0.0, 0.0, 0.0], [0.0, 0.0, 0.0]]}


# 2
{"formula": "C4H12", "method": "the ωB97M-V functional and the def2-TZVPD basis", "total_charge": 0, "mol_weight_g_mol": 60.1, "de_lowest_ev": 1.2697, "energy_ha": -159.53831, "elements": ["C", "C", "H", "H", "H", "H", "H", "H", "C", "C", "H", "H", "H", "H", "H", "H"], "positions_angstrom": [[0.067, 0.911, -1.425], [-1.082, 1.574, -2.242], [0.675, 1.290, -0.651], [-0.251, -0.024, -0.905], [0.777, 0.580, -2.206], [-1.632, 0.907, -2.742], [-0.415, 2.007, -3.108], [-1.744, 2.161, -1.611], [1.054, -1.574, 1.521], [-0.180, -0.823, 2.162], [1.300, -1.001, 0.647], [1.896, -1.377, 2.162], [0.872, -2.620, 1.362], [-0.142, -0.916, 3.224], [-1.121, -1.282, 1.950], [-0.075, 0.188, 1.861]], "forces_ev_per_angstrom": [[-0.7, -3.1, -1.3], [4.7, 2.7, 1.1], [0.2, 2.0, 0.6], [-0.2, 0.3, -0.6], [-0.1, -0.2, 0.6], [-2.1, -3.1, -1.5], [-2.1, 0.6, 1.6], [0.2, 0.7, -0.5], [-1.2, 1.6, 1.0], [1.5, -1.7, -0.2], [0.0, -0.4, -1.0], [0.4, -0.5, 0.4], [0.2, -0.3, -0.2], [0.3, 0.3, 1.0], [-0.7, 0.0, -0.9], [-0.6, 1.0, -0.1]]}


# 3
{"formula": "C9H36O9", "method": "the ωB97M-V functional and the def2-TZVPD basis", "total_charge": 0, "mol_weight_g_mol": 288.4, "de_lowest_ev": 26.8442, "energy_ha": -1040.68429, "elements": ["C", "O", "H", "H", "H", "H", "C", "O", "H", "H", "H", "H", "C", "O", "H", "H", "H", "H", "C", "O", "H", "H", "H", "H", "C", "O", "H", "H", "H", "H", "C", "O", "H", "H", "H", "H", "C", "O", "H", "H", "H", "H", "C", "O", "H", "H", "H", "H", "C", "O", "H", "H", "H", "H"], "positions_angstrom": [[0.361, 1.523, -3.019], [-0.807, 1.093, -2.382], [0.953, 0.722, -3.461], [-0.008, 2.078, -3.882], [0.911, 2.113, -2.286], [-0.668, 0.322, -1.829], [-2.679, 0.411, -2.208], [-3.890, 0.538, -1.619], [-2.601, -0.382, -2.951], [-2.402, 1.361, -2.664], [-1.906, 0.232, -1.460], [-4.305, 1.389, -1.778], [-1.005, -2.904, 1.907], [-0.850, -1.698, 1.168], [-0.023, -3.376, 1.940], [-1.231, -2.722, 2.958], [-1.824, -3.464, 1.457], [-0.496, -1.950, 0.312], [0.443, 1.913, 2.143], [0.275, 1.381, 0.846], [0.582, 2.990, 2.239], [-0.455, 1.661, 2.707], [1.228, 1.401, 2.699], [-0.306, 0.634, 1.002], [2.415, -0.197, 0.426], [3.133, 0.339, 1.455], [2.955, -0.183, -0.521], [2.309, -1.252, 0.679], [1.475, 0.355, 0.410], [2.550, 0.681, 2.138], [1.170, -2.826, -0.006], [-0.103, -2.706, -0.644], [2.064, -2.724, -0.621], [1.130, -2.118, 0.822], [1.330, -3.827, 0.395], [-0.506, -3.575, -0.716], [-2.125, 0.135, 1.424], [-0.862, -0.100, 2.068], [-2.237, 0.125, 0.340], [-2.825, -0.630, 1.761], [-2.481, 1.157, 1.554], [-0.643, -0.990, 1.785], [2.362, 2.954, -0.068], [1.711, 1.824, -0.501], [3.269, 3.073, -0.659], [1.730, 3.838, -0.151], [2.660, 2.850, 0.976], [1.058, 1.506, 0.127], [-0.190, -0.213, -0.495], [-0.199, -0.914, -1.748], [0.431, 0.676, -0.596], [-1.222, 0.066, -0.282], [0.234, -0.796, 0.323], [0.108, -1.793, -1.511]], "forces_ev_per_angstrom": [[-0.2, 0.4, -0.3], [4.1, 4.0, -2.2], [0.3, -0.3, 0.3], [0.3, 0.5, 0.0], [0.5, 0.1, -0.8], [0.6, 1.9, -2.9], [-0.7, 0.7, -0.9], [-3.8, -0.7, 1.8], [-0.4, -0.2, -0.1], [-1.3, -0.6, -0.1], [-3.2, -0.4, -0.2], [0.3, -0.2, -0.2], [-0.1, -0.3, 0.3], [-3.7, -15.3, -3.4], [-0.4, -0.7, -0.1], [-0.3, 0.5, -0.2], [0.3, -0.5, 0.2], [-1.3, -0.6, -0.4], [-0.5, 0.8, 1.6], [-5.2, 4.4, 7.9], [0.3, 0.0, -0.8], [0.3, 0.5, 0.0], [0.1, 0.1, 0.0], [-0.4, -0.3, 1.6], [-0.4, -2.0, 0.5], [2.4, 1.3, 1.8], [-0.1, 0.4, 0.0], [0.5, 0.6, 0.0], [2.6, -3.2, 0.2], [0.2, -0.1, -0.3], [1.3, -2.1, 0.9], [1.7, -6.2, -0.1], [-0.6, 0.8, -0.6], [0.5, -0.9, -0.5], [-0.4, -0.2, 0.1], [-0.3, -0.3, -0.2], [-1.9, 0.5, 1.7], [-3.9, 10.3, 5.3], [-0.4, -0.5, 0.9], [-0.4, 0.5, 0.3], [-0.1, 0.1, 1.1], [2.0, 2.1, 3.1], [0.2, 0.1, 0.1], [5.4, 3.3, -6.0], [0.1, 0.3, 0.0], [0.0, 0.5, -0.1], [0.3, 0.2, 0.2], [1.3, 2.4, -0.5], [2.1, -0.9, -1.9], [1.5, -0.5, -0.3], [-1.5, -2.3, -2.4], [2.0, -0.3, -0.4], [0.5, 1.6, -2.0], [-0.2, 0.8, -1.9]]}